Here is a molecular structure, C39H46AgN5O2Si2 from the Open Molecules 2025 dataset. Energies are from ωB97M-V/def2-TZVPD.

```
95
C39H46AgN5O2Si2, DFT ωB97M-V/def2-TZVPD
Ag -0.58519 0.60205 0.44742
C -1.39310 -4.06775 3.86791
C -2.55941 -3.33769 3.66895
C -2.50613 -1.99409 3.33706
C -1.27465 -1.33892 3.19414
C -0.10525 -2.09132 3.36169
C -0.16814 -3.43210 3.70360
N -1.18376 -0.01337 2.79215
C -1.84598 0.93948 3.39242
C -2.37898 0.81799 4.74105
C -2.87329 1.88075 5.42246
C -2.95448 3.17536 4.83733
C -2.54517 3.32369 3.54669
C -2.03307 2.24190 2.79100
N -1.75769 2.37265 1.45752
N -1.99397 3.48782 0.92992
C -1.75149 3.54600 -0.46357
C -2.44329 4.56180 -1.13348
C -2.23016 4.72711 -2.48566
C -1.33036 3.88716 -3.12858
C -0.70096 2.90701 -2.38199
N -0.90147 2.73252 -1.07534
H -1.43957 -5.12283 4.11135
H -3.52552 -3.82373 3.74476
H -3.41662 -1.44314 3.13453
H 0.84901 -1.60465 3.19290
H 0.75509 -3.98982 3.81560
H -2.30975 -0.15069 5.21690
H -3.20696 1.74079 6.44620
H -3.33833 4.01328 5.40477
H -2.61729 4.27974 3.04692
H -3.12444 5.18564 -0.57113
H -2.75964 5.49842 -3.03292
H -1.11859 3.97757 -4.18632
H -0.00178 2.22253 -2.84504
C 1.63275 0.15743 -2.64955
Si 2.74754 0.96089 -1.34176
C 2.80037 2.83700 -1.60801
C 4.48518 0.40105 -1.89855
C 2.32564 0.48026 0.35330
C 1.99462 -0.94105 0.43587
C 2.87131 -1.96081 0.86236
C 2.46848 -3.28368 0.85916
C 1.19248 -3.61603 0.42094
C 0.36419 -2.57225 0.03721
N 0.74301 -1.30062 0.05560
Si 3.10509 1.29647 1.76675
C 5.01518 1.27133 1.87348
C 2.52662 0.55707 3.40486
C 2.68272 3.14272 1.83164
H 1.71135 0.67619 -3.61312
H 0.58222 0.11090 -2.35237
H 1.95616 -0.87597 -2.81964
H 2.87268 3.06682 -2.67772
H 3.68259 3.26651 -1.12056
H 1.91876 3.33157 -1.19726
H 4.68819 0.71626 -2.93007
H 4.55605 -0.69194 -1.86375
H 5.27172 0.80632 -1.25329
H 3.87796 -1.69170 1.16367
H 3.15324 -4.05685 1.19395
H 0.82990 -4.63598 0.41554
H -0.66390 -2.73470 -0.26632
H 5.40624 0.24818 1.87635
H 5.34525 1.76172 2.79852
H 5.47433 1.79977 1.03106
H 2.91945 -0.45440 3.55428
H 1.43367 0.50948 3.44401
H 2.87511 1.17663 4.23883
H 3.25717 3.72315 1.10389
H 2.89600 3.54928 2.82692
H 1.61980 3.29137 1.61961
C 0.37256 -2.34128 -5.81490
C -0.64212 -2.19882 -4.71090
C -0.93348 -3.25651 -3.86104
C -1.82257 -3.11748 -2.79604
C -2.16362 -4.30589 -1.93522
C -2.40810 -1.87587 -2.55281
C -2.15662 -0.80934 -3.42105
C -2.84778 0.51053 -3.20070
C -1.28484 -0.98530 -4.48816
C -3.29456 -1.66189 -1.32123
O -4.37658 -2.28275 -1.29799
O -2.78317 -0.91317 -0.45573
H 0.55353 -3.39234 -6.05028
H 1.33066 -1.89652 -5.52973
H 0.04247 -1.84333 -6.73044
H -0.45307 -4.21857 -4.02465
H -1.49095 -5.14077 -2.14394
H -3.19596 -4.61590 -2.10967
H -2.10638 -4.06652 -0.87232
H -3.92999 0.39119 -3.30314
H -2.51161 1.25730 -3.92356
H -2.66557 0.87256 -2.18714
H -1.08100 -0.14296 -5.14638
```

Output
Kohn-Sham gap in eV: 5.710
Maximum force in eV Å⁻¹: 0.702
E_LUMO in eV: 4.33
Electronic energy in a.u.: -2664.0595
Charge: -2